38
Properties=species:S:1:pos:R:3:mulliken_charge:R:1 method="wB97M-V/def2-TZVPD" charge=+2 mol_weight_g_mol=462.66 e_above_lowest_kcal_mol=33.3 largest_force_ev_per_a=11.4 gap_ev=6.86
Hf 5.94830 0.60831 -27.94486 1.425
C 6.38000 3.06187 -28.74372 1.277
O 5.33314 2.54795 -28.28789 -0.282
O 6.72329 4.27653 -29.17318 -0.395
O 7.12912 2.13085 -28.58503 -0.623
H 6.01501 4.88953 -29.33025 0.326
C 4.58879 -0.27675 -29.84924 0.835
O 5.70024 0.21631 -29.93351 -0.525
O 3.97839 -1.09904 -30.66341 -0.365
O 4.16376 0.09725 -28.75700 -0.616
H 4.43222 -1.36068 -31.39752 0.344
O 7.77539 -0.43100 -28.71367 -0.498
H 8.70603 -0.10699 -28.59806 0.320
H 7.95354 -1.40610 -28.96770 0.325
O 4.31752 8.00809 -28.47966 -0.596
H 4.30595 7.08033 -28.78901 0.386
H 3.69684 8.47417 -29.03400 0.298
O 9.58554 3.69853 -28.25155 -0.623
H 9.85072 2.79664 -28.25620 0.253
H 8.66847 3.69723 -28.27602 0.386
O 6.04946 5.78693 -26.89201 -0.517
H 6.84616 5.78701 -27.39168 0.319
H 6.40384 5.98719 -26.02200 0.293
O 3.74909 5.33734 -29.08076 -0.865
H 3.52168 5.13235 -28.15726 0.334
H 2.94253 5.45950 -29.55949 0.311
O 7.41349 0.80189 -26.35947 -0.466
H 8.00009 1.50609 -26.05411 0.324
H 7.19089 0.33468 -25.50964 0.344
O 2.78869 2.78063 -29.44302 -0.594
H 3.44925 3.48953 -29.61690 0.429
H 2.02792 3.24453 -29.07659 0.285
O 4.75624 1.09302 -26.28954 -0.503
H 3.79392 0.90406 -26.31059 0.327
H 5.06223 1.37330 -25.37982 0.337
O 8.29485 6.62796 -28.19456 -0.642
H 8.81934 6.28263 -28.91032 0.305
H 8.83482 6.41977 -27.44809 0.328